{"formula": "C4H14BOPS", "method": "ωB97M-V/def2-TZVPD", "orbital_gap_ev": 7.9, "lumo_ev": 0.4, "energy_ev": -27220.7531, "symbols": ["C", "C", "S", "C", "P", "B", "C", "O", "H", "H", "H", "H", "H", "H", "H", "H", "H", "H", "H", "H", "H", "H"], "xyz": [[4.02588, -0.74990, -0.07455], [3.02152, 0.35040, 0.28923], [1.77999, 0.38558, -1.01733], [0.47698, 1.47174, -0.40818], [-1.13923, 0.50911, 0.02449], [-2.81230, -0.46323, 0.44089], [-3.58231, -1.33636, -0.62042], [-3.33073, -0.38666, 1.73511], [4.78256, -0.34197, -0.73572], [3.52608, -1.52820, -0.63780], [4.50522, -1.15356, 0.80654], [2.58797, 0.12254, 1.25367], [3.54938, 1.29181, 0.36083], [0.22320, 2.15272, -1.21504], [0.80277, 2.09334, 0.41868], [-1.42122, 1.47196, 1.07315], [-1.63925, 0.81038, -1.30345], [-0.34072, -0.65628, 0.33241], [-4.58828, -0.92984, -0.71386], [-3.66137, -2.37274, -0.31228], [-3.12070, -1.25875, -1.59951], [-3.64546, 0.51793, 1.90315]], "forces_ev_per_a": [[-0.2, 0.5, -0.4], [0.3, -0.5, 0.1], [-0.1, 0.2, -0.1], [0.1, -0.1, -0.2], [-0.5, 0.4, 0.1], [-0.3, -0.4, 0.3], [0.5, 0.5, 0.1], [-0.5, 0.5, -0.6], [0.2, 0.0, -0.1], [-0.1, -0.4, 0.1], [0.1, -0.2, 0.2], [-0.4, 0.0, 0.2], [-0.1, 0.4, 0.0], [-0.1, 0.2, -0.2], [0.2, -0.1, 0.3], [0.1, 0.1, 0.0], [0.2, -0.1, -0.1], [0.1, -0.1, -0.1], [-0.2, 0.0, 0.1], [-0.1, -0.3, 0.0], [0.1, -0.3, -0.2], [0.5, -0.4, 0.4]]}